# 1
Density functional theory data (the ωB97M-V functional and the def2-TZVPD basis) for a structure of composition H41O20 in a non-equilibrium geometry.

The geometry in XYZ format:
```
61
Properties=species:S:1:pos:R:3:forces:R:3:nbo_charge:R:1
O 2.368 0.856 0.228 -0.4631 0.6112 -2.6081 -0.942
H 3.202 1.201 0.565 0.3325 0.1519 0.1940 0.528
O -2.095 -0.820 0.422 0.4031 1.0758 -0.1180 -0.960
H -1.337 -0.203 0.399 -0.2285 -0.5156 0.1110 0.468
H -2.201 -0.882 1.385 -0.3427 -0.5760 -0.0076 0.502
O 1.812 -4.780 0.210 -0.4867 -0.0117 -1.7245 -0.982
H 2.468 -4.323 0.726 -0.2103 -0.4879 1.0099 0.484
H 1.148 -5.327 0.650 0.8371 0.4312 0.6937 0.501
O -3.630 2.191 -0.496 0.9318 -0.5783 -0.3867 -0.986
H -4.369 2.753 -0.281 -0.4794 0.0943 0.0699 0.504
H -3.890 1.269 -0.377 -0.3898 0.1410 0.3366 0.492
O -3.722 -1.795 2.586 0.1919 0.6604 -0.7436 -0.938
H -0.077 0.530 2.693 0.0047 -0.3510 0.2994 0.517
H -3.948 -0.894 2.288 -0.2021 -0.6237 0.4375 0.463
O 0.150 0.257 1.793 -0.3172 0.2772 -0.4080 -0.986
H 0.702 4.998 0.076 0.1947 -2.1044 -0.4072 0.531
H 0.953 -0.267 1.824 0.0426 0.2550 0.2995 0.467
O 0.655 3.986 -0.030 -0.0436 1.9670 -0.3094 -0.958
H -0.171 3.780 0.435 0.0174 -0.3154 0.0222 0.524
H -4.245 -1.947 -2.043 0.0955 -0.0408 -0.1487 0.458
O 3.545 0.557 -3.372 -0.4801 0.5668 -0.1489 -0.957
H 3.454 1.476 -3.100 0.0651 0.0801 0.4277 0.479
H 3.773 0.706 -4.294 0.2662 -0.5162 -0.4441 0.504
O 2.812 -1.833 -2.339 -1.7972 -0.5937 -0.6302 -0.856
H 2.572 -2.580 -2.976 0.3197 1.0936 0.9193 0.555
H -3.609 -1.744 3.534 -0.0280 0.1063 0.4178 0.486
O 1.183 2.869 -2.418 -0.0667 -0.0176 0.9830 -0.365
H 1.015 3.257 -1.444 -0.2203 0.5243 0.0532 0.530
H 0.308 2.507 -2.695 -0.6650 -0.0020 -0.1310 0.523
O -0.470 -2.976 0.397 -0.5090 0.3195 -0.4627 -0.983
H -0.564 -3.735 -0.186 0.4647 -0.3700 0.1080 0.489
H -1.248 -2.439 0.124 0.2034 0.1112 0.6559 0.508
O -0.673 -0.563 4.559 -1.5325 0.6534 -0.8206 -0.968
H -0.047 -0.342 5.240 0.5680 -0.3686 0.2453 0.500
H -0.369 -1.337 4.087 0.2390 -0.2604 0.3678 0.472
O -2.282 4.027 3.214 0.9610 -0.7921 -1.1343 -0.972
H -3.028 3.682 3.690 -0.4329 0.3873 0.5128 0.489
H -2.113 4.947 3.384 -0.4638 0.4188 0.5610 0.484
O -1.888 0.256 -5.225 0.0705 0.7400 0.6889 -0.860
H -2.676 0.807 -5.116 -0.3930 -0.4032 -0.4154 0.477
H -1.267 0.821 -4.744 0.3067 -0.3506 -0.2125 0.449
O 1.041 -1.165 -0.752 3.2148 0.4436 0.4928 -0.916
H 0.875 -1.763 0.038 -0.9607 -0.5533 -1.0647 0.557
H 1.877 -0.641 -0.417 -1.8871 -0.1858 0.0059 0.517
O 0.855 -1.693 -4.280 -0.8131 -1.0298 0.3177 -0.962
H -0.091 -1.588 -4.001 1.4612 0.5390 -0.4552 0.513
H 1.416 -0.922 -4.217 -0.9092 0.6731 -0.2539 0.457
O 4.152 1.060 2.740 0.4059 -0.4099 0.4473 -0.968
H 4.141 1.412 3.639 -0.3175 0.4503 -0.1171 0.484
H 4.943 0.505 2.824 -0.1016 -0.0603 -0.4753 0.487
O -4.435 -2.460 -1.254 -0.4202 0.2363 -0.0058 -0.933
H 1.803 -1.679 -1.603 -0.0502 -0.5115 0.4414 0.517
H -5.405 -2.450 -1.219 0.3185 -0.2015 0.1185 0.478
O 1.927 -0.757 4.797 0.6527 0.1662 -0.7969 -0.913
H 2.290 0.124 4.695 0.2279 0.5512 0.7382 0.465
H 1.963 -0.975 3.856 -0.1303 -0.7213 0.1904 0.452
O -1.289 1.296 -1.904 1.3441 0.0350 -0.3534 -0.895
H -2.237 1.345 -1.723 -0.3585 0.5571 0.2209 0.531
H -0.858 1.183 -1.044 -0.3607 -0.2317 0.0335 0.484
H 2.232 1.223 -0.713 0.7146 -0.5786 2.3701 0.460
H 2.597 -1.002 -2.834 1.2059 -0.5549 -0.0070 0.513
```
Forces are in eV/Å.

The total energy is -1528.60809 a.u. The relative energy (zero: lowest compared OMol25 entry of this formula, charge and spin) comes out at 32.2 kcal/mol. The calculation puts the strongest force on any atom at 0.064 Eh/bohr. For the HOMO energy (alpha / beta), the calculation gives -15.497 / -15.470 eV. The spin multiplicity is 2. The frontier orbital gap (alpha / beta) comes out at 9.31 / 1.98 eV. Its total charge is +2. The expectation value of S² is 0.756.

# 2
Density functional theory data (the ωB97M-V functional and the def2-TZVPD basis) for a cluster of 7 separate species, C38H80ClF6N4O6S2 in total in a non-equilibrium geometry.

The geometry in XYZ format:
```
137
Properties=species:S:1:pos:R:3:forces:R:3:lowdin_charge:R:1
C -0.012 7.322 3.367 -0.0189 -0.6871 0.7514 -0.086
C -1.481 7.476 3.042 -0.0663 0.8730 -1.2063 -0.216
C -1.767 6.862 1.655 -1.0617 -1.3880 1.4439 -0.088
N -3.079 7.238 0.907 1.7649 0.4054 0.4372 -0.262
C -3.151 6.489 -0.387 -1.4071 -2.1361 -0.1578 -0.088
C -3.571 4.954 -0.322 0.1337 1.8546 2.1845 -0.109
C -4.790 4.846 0.610 0.0129 -0.9210 0.1656 -0.198
C -4.612 5.516 1.969 -0.4257 0.9198 -0.5442 -0.123
C -4.247 7.035 1.805 0.0980 -1.6416 0.8343 -0.093
C -3.025 8.666 0.485 -0.6184 1.7381 0.1575 -0.003
H 0.228 7.738 4.334 -0.2704 0.0072 0.5040 0.082
H 0.708 7.794 2.738 0.1330 0.3872 -1.0938 0.074
H 0.201 6.269 3.406 0.3833 -0.5648 0.0636 0.069
H -1.662 8.535 2.969 -0.4241 0.6746 0.1313 0.102
H -2.063 7.084 3.853 -0.4371 -0.3999 0.1926 0.111
H -1.777 5.760 1.772 0.0340 0.5106 -0.2713 0.111
H -0.947 7.163 1.071 0.7796 0.2475 -1.3606 0.113
H -2.242 6.578 -0.908 1.5515 0.2257 -0.2117 0.121
H -3.824 7.078 -0.994 -0.6803 -0.4339 -0.0899 0.115
H -2.749 4.306 -0.008 -0.1009 0.2416 0.0485 0.088
H -3.912 4.660 -1.269 -0.0796 -0.2614 -1.5883 0.097
H -5.089 3.794 0.810 0.4971 0.4741 -0.2880 0.121
H -5.628 5.261 0.070 -0.4866 0.4200 -0.0879 0.108
H -3.853 4.945 2.501 0.1309 0.2733 0.3393 0.100
H -5.582 5.444 2.506 0.7322 0.1824 -0.0751 0.132
H -4.014 7.514 2.762 0.1233 -0.1945 -0.2047 0.129
H -5.031 7.615 1.383 -1.0259 0.1815 -0.5353 0.122
H -1.990 8.998 0.335 -0.2784 -0.3129 -0.0832 0.114
H -3.475 9.344 1.267 0.4639 -0.8808 -0.7534 0.127
H -3.601 8.787 -0.477 0.6218 0.0587 1.2572 0.120
C 0.251 -5.582 2.225 -0.2062 -0.4570 0.3355 -0.100
C 0.258 -4.499 3.305 -0.7295 -1.0705 1.1346 -0.231
C 1.666 -4.137 3.691 -0.3647 0.4721 -0.7449 -0.178
N 1.763 -3.305 4.925 1.6204 -0.9888 1.2321 -0.255
C 3.232 -2.888 5.165 -0.0219 0.7420 -0.1285 -0.102
C 3.812 -2.021 4.090 -0.0772 -0.3924 -0.2037 -0.191
C 2.933 -0.814 3.939 -0.8589 0.9115 -0.3155 -0.162
C 1.418 -1.160 3.817 0.8731 -0.2812 -2.5057 -0.164
C 0.982 -2.080 4.899 -2.2707 1.2682 0.4556 -0.163
C 1.448 -4.079 6.158 0.2587 -1.0916 1.0134 -0.003
H 1.017 -6.302 2.486 0.1670 -0.3876 -0.0049 0.072
H 0.473 -5.275 1.206 -0.0904 0.4478 0.1165 0.036
H -0.704 -6.120 2.272 0.1701 0.1752 -0.2647 0.080
H -0.230 -4.970 4.224 0.2730 0.7118 -1.1165 0.127
H -0.323 -3.643 2.990 -0.1266 0.3135 0.0389 0.097
H 2.116 -3.595 2.867 0.2198 0.1066 -0.1101 -0.005
H 2.213 -5.044 3.845 0.5568 -0.4341 0.3743 0.133
H 3.782 -3.741 5.493 0.3743 -0.9154 -0.4371 0.130
H 3.305 -2.208 6.000 -0.9263 -0.0350 0.8557 0.128
H 3.976 -2.539 3.191 -0.0756 -0.7305 -1.4475 0.078
H 4.794 -1.696 4.386 0.4713 0.0392 0.4359 0.127
H 3.202 -0.231 3.020 -0.0252 -0.2528 1.1089 0.134
H 3.098 -0.263 4.893 -0.2573 0.3773 -0.7974 0.129
H 1.275 -1.632 2.785 0.1172 0.4697 1.2162 0.077
H 0.823 -0.250 3.783 -0.1129 0.0550 0.3108 0.104
H -0.145 -2.229 4.950 1.4469 -0.3968 -0.4232 0.168
H 1.206 -1.584 5.826 0.0733 0.1691 0.7455 0.130
H 0.377 -4.366 6.282 0.8948 0.6585 -0.1908 0.121
H 1.888 -3.510 6.987 -0.9635 0.1758 0.0013 0.109
H 2.066 -5.002 6.238 -0.5234 0.3930 -0.7691 0.121
C -1.453 -4.792 -2.262 2.4938 -1.2588 -1.4248 -0.097
C -1.451 -3.266 -2.277 -0.3775 -0.2390 2.3175 -0.208
C -1.868 -2.718 -0.855 -0.3223 1.2639 -1.0892 -0.064
N -1.644 -1.193 -0.684 -0.1238 -0.1052 -0.6934 -0.235
C -2.535 -0.344 -1.544 -2.0900 -1.7872 1.1378 -0.089
C -4.039 -0.542 -1.225 0.1469 -0.2330 2.0110 -0.133
C -4.330 -0.126 0.249 0.2606 0.4235 -0.2704 -0.173
C -3.346 -0.850 1.164 0.3654 -1.4405 -0.1092 -0.176
C -1.882 -0.704 0.747 0.5330 0.8210 -0.2076 -0.095
C -0.200 -0.942 -1.084 -1.7426 0.8112 -0.6725 -0.014
H -2.323 -5.327 -1.866 0.1300 0.5314 0.2273 0.069
H -0.478 -5.152 -1.743 -1.7555 0.3474 -0.6155 0.094
H -1.354 -5.165 -3.356 -0.1201 0.6240 1.7226 0.104
H -2.183 -2.939 -2.927 -1.7331 0.6914 -1.6006 0.081
H -0.544 -2.836 -2.686 0.3823 -0.2020 0.3532 0.085
H -1.190 -3.073 -0.108 0.0734 -0.8242 0.6765 0.106
H -2.955 -2.891 -0.652 1.2422 -0.2651 -0.0541 0.127
H -2.524 -0.684 -2.518 1.1547 -0.5357 -2.3108 0.102
H -2.248 0.672 -1.468 0.4101 0.9470 0.1687 0.136
H -4.426 -1.603 -1.289 0.8404 0.9902 -0.3962 0.128
H -4.589 0.031 -1.949 -0.3201 0.3232 -0.2351 0.110
H -5.347 -0.478 0.497 0.3216 0.6019 0.0901 0.116
H -4.181 0.978 0.459 -0.4668 -1.0879 -0.5169 0.114
H -3.527 -1.932 1.167 -0.4180 0.0162 -0.0192 0.105
H -3.499 -0.562 2.196 0.3361 0.3643 0.2082 0.118
H -1.115 -1.248 1.362 -0.8853 0.6736 -0.2674 0.148
H -1.685 0.401 0.687 0.2475 -1.2199 0.2787 0.101
H 0.035 -0.010 -0.633 0.6388 0.4458 0.4691 0.063
H -0.156 -0.792 -2.170 -0.0350 -0.3423 0.2301 0.085
H 0.375 -1.765 -0.746 0.8223 -0.5365 0.4630 0.004
C 2.520 0.611 -2.272 0.7730 -1.4852 0.2613 -0.059
C 3.550 -0.512 -2.638 0.0981 2.1153 1.3115 -0.211
C 2.748 -1.758 -2.721 1.4250 -1.9424 -1.1921 -0.115
N 3.697 -2.974 -3.128 1.1094 1.0884 -0.4908 -0.221
C 2.884 -4.179 -3.445 -1.9252 1.8418 1.1423 -0.135
C 2.177 -4.009 -4.737 -1.3784 -2.6154 -1.3261 -0.183
C 3.059 -3.652 -5.909 1.6890 -1.0128 0.1078 -0.154
C 3.854 -2.431 -5.512 0.0779 1.3949 -2.3439 -0.192
C 4.635 -2.601 -4.337 -0.2542 -1.7662 3.3753 -0.133
C 4.596 -3.340 -2.017 0.0102 -1.3796 -0.3222 -0.032
H 3.000 1.563 -2.236 0.2772 0.6943 0.1462 0.070
H 2.152 0.321 -1.291 -0.3516 0.4471 0.1391 0.060
H 1.730 0.628 -3.007 -0.3125 0.0378 -0.1577 0.064
H 4.312 -0.563 -1.825 -0.5046 -0.0257 -0.4059 0.122
H 4.088 -0.118 -3.507 -0.3152 -0.8137 -0.2971 0.115
H 1.977 -1.665 -3.481 0.0305 -0.1805 0.0177 0.081
H 2.335 -2.119 -1.772 0.1226 0.4372 -0.0112 0.035
H 2.201 -4.269 -2.563 0.0899 0.1505 -0.7678 0.145
H 3.381 -5.089 -3.432 1.9792 -1.3646 -0.0172 0.110
H 1.445 -3.277 -4.671 -1.5655 1.2557 0.1975 0.044
H 1.628 -4.999 -4.907 0.5882 1.2917 0.0200 0.160
H 2.678 -3.609 -6.943 -0.6484 0.2976 0.9180 0.128
H 3.818 -4.455 -5.975 -0.0276 0.0103 -0.0799 0.122
H 3.284 -1.535 -5.335 -0.7374 0.4768 -0.7294 0.116
H 4.649 -2.240 -6.239 -0.5007 0.4098 -0.5954 0.144
H 5.292 -1.844 -3.974 -0.1089 1.1711 -0.0351 0.118
H 5.323 -3.401 -4.482 0.3260 -1.3415 0.2579 0.128
H 4.974 -4.310 -2.413 0.4868 0.7173 0.9703 0.116
H 3.995 -3.507 -1.129 0.0203 0.0142 0.2288 0.002
H 5.386 -2.616 -1.824 -0.1252 0.0002 -0.2163 0.105
Cl 2.267 -2.944 0.608 -0.1555 0.0300 -0.0477 -0.093
C 0.509 0.371 -6.625 0.6647 1.4165 1.5890 -0.600
F 1.638 0.964 -6.040 -0.2507 -1.4818 -0.3558 0.039
F -0.363 1.385 -6.499 -0.6163 -0.3721 -0.4551 0.094
F 0.782 0.173 -7.895 -0.0209 -0.1433 -0.2573 0.147
S -0.176 -1.185 -5.751 0.0322 0.2350 -3.5796 0.493
O -1.585 -0.936 -5.947 0.1622 -0.5402 0.4461 -0.309
O 0.413 -2.271 -6.557 -0.6112 1.1705 1.4887 -0.319
O 0.294 -1.048 -4.399 0.4009 -0.1950 1.2675 -0.356
C 0.195 2.613 1.431 0.6086 -1.2762 -0.9887 -0.515
F 1.187 1.921 2.061 -0.9275 1.0140 -0.4922 0.095
F 0.667 3.842 1.112 -0.5256 -1.4337 -0.1019 0.111
F -0.050 1.844 0.252 0.5190 1.9372 1.5026 0.012
S -1.384 2.672 2.437 -0.2495 -0.2722 1.3388 0.482
O -2.503 2.649 1.514 0.3205 -0.5388 -0.5676 -0.331
O -1.237 1.471 3.266 -0.0938 1.2374 -0.8536 -0.320
O -1.291 3.974 3.080 0.4211 -0.4165 0.2146 -0.329
```
Forces are in eV/Å.

The total energy is -4021.83658 a.u. The relative energy (zero: lowest compared OMol25 entry of this formula, charge and spin) comes out at 26.7 kcal/mol. The calculation puts the strongest force on any atom at 0.074 Eh/bohr. For the HOMO energy, the calculation gives -10.614 eV. The spin multiplicity is 1. The frontier orbital gap comes out at 9.13 eV. Its total charge is +1.

# 3
Density functional theory data (the ωB97M-V functional and the def2-TZVPD basis) for a cluster of 2 separate species, C3H12NOS in total in a non-equilibrium geometry.

The geometry in XYZ format:
```
18
Properties=species:S:1:pos:R:3:forces:R:3:nbo_charge:R:1
C 0.732 -0.483 -0.190 -1.0957 -2.0604 0.0825 -0.412
C -0.358 0.568 -0.461 0.1219 -0.2458 -0.1904 -0.457
C -0.355 0.885 -1.994 -0.7802 0.8433 1.9128 -0.511
S -1.651 2.177 -2.186 -0.2162 -0.3411 0.1262 -0.058
N 1.442 -0.193 1.146 -0.6415 -0.4551 -2.8401 -1.019
H 0.288 -1.581 -0.157 0.5740 2.2021 0.5670 0.200
H 1.343 -0.633 -1.082 0.9393 0.6899 0.7088 0.230
H -0.274 1.517 0.094 0.3115 -0.5055 -0.0410 0.222
H -1.277 0.088 -0.094 -0.2072 0.5358 -0.5421 0.217
H -0.534 -0.081 -2.450 0.0356 0.3008 -0.8737 0.222
H 0.546 1.452 -2.245 0.1982 -1.0143 -0.1706 0.227
H -2.091 1.910 -3.408 0.0226 -0.1273 -0.3560 0.127
H 0.793 -0.410 1.902 -0.3324 0.1171 0.7345 0.426
H 2.285 -0.762 1.213 0.7948 -0.6583 0.2745 0.299
H 1.743 0.781 1.027 0.2279 0.6564 0.6837 0.334
H -1.044 -2.082 2.241 0.1850 0.2713 0.6176 0.470
H -0.927 -1.709 3.767 -0.0242 -0.1074 -0.1622 0.482
O -0.661 -1.444 2.877 -0.1136 -0.1015 -0.5316 -1.001
```
Forces are in eV/Å.

The total energy is -649.52789 a.u. The relative energy (zero: lowest compared OMol25 entry of this formula, charge and spin) comes out at 21.7 kcal/mol. The calculation puts the strongest force on any atom at 0.057 Eh/bohr. For the HOMO energy (alpha / beta), the calculation gives -3.253 / -9.308 eV. The spin multiplicity is 2. The frontier orbital gap (alpha / beta) comes out at 3.93 / 9.67 eV. The expectation value of S² is 0.750.